11
Properties=species:S:1:pos:R:3:mulliken_charge:R:1 method="wB97M-V/def2-TZVPD" e_above_lowest_kcal_mol=6.9 e_tot_ha=-505.282881 orbital_gap_ev=5.58 spin_multiplicity=1
O 2.264 -0.137 -0.176 -0.73
C 1.133 -0.695 0.236 0.05
H 1.125 -1.087 1.267 0.33
C -0.018 -0.737 -0.535 -0.30
C -1.305 -0.335 0.137 -0.30
C -0.553 0.952 0.500 -0.20
O -0.495 1.896 -0.386 -0.56
Mg 1.477 1.673 0.061 1.00
H 0.096 -0.382 -1.564 0.17
H -1.581 -0.917 1.025 0.27
H -2.144 -0.231 -0.565 0.28